Model 1:
114
Properties=species:S:1:pos:R:3 method="wB97M-V/def2-TZVPD" charge=-1 orbital_gap_ev=7.773 lumo_ev=1.77 multiplicity=1
C 13.372 10.854 -5.596
F 12.920 9.682 -6.085
F 13.083 10.942 -4.302
F 14.782 10.878 -5.676
S 12.607 12.400 -6.589
O 11.125 12.408 -6.411
O 13.312 13.553 -6.085
N 13.194 11.986 -8.206
S 11.865 11.932 -9.035
O 11.065 10.830 -8.650
O 11.257 13.222 -9.255
C 12.648 11.472 -10.721
F 13.688 12.288 -10.945
F 13.070 10.262 -10.622
F 11.673 11.655 -11.645
C 14.531 5.717 0.654
C 14.233 4.633 1.786
O 15.274 4.596 2.738
H 14.464 6.591 1.302
H 13.876 5.743 -0.216
H 15.566 5.620 0.325
H 14.152 3.788 1.101
H 13.299 4.744 2.336
H 15.060 5.301 3.354
C 17.652 14.180 -0.926
C 18.858 14.596 -1.789
O 18.886 13.840 -2.980
H 17.661 13.127 -0.642
H 16.679 14.367 -1.381
H 17.608 14.642 0.061
H 19.756 14.360 -1.217
H 18.863 15.644 -2.087
H 19.710 14.090 -3.405
C 5.538 7.262 -5.826
C 5.773 6.617 -7.229
O 6.394 5.381 -7.005
H 5.070 8.232 -6.000
H 6.563 7.370 -5.473
H 5.036 6.601 -5.120
H 6.484 7.232 -7.780
H 4.816 6.463 -7.728
H 5.833 4.688 -6.651
C 11.849 16.920 -15.523
C 11.028 17.864 -14.672
O 11.365 19.178 -15.048
H 12.442 16.186 -14.977
H 12.551 17.433 -16.180
H 11.181 16.507 -16.278
H 11.044 17.667 -13.600
H 10.000 17.635 -14.951
H 10.607 19.570 -15.489
C 12.223 17.520 -0.421
C 13.081 18.774 -0.599
O 13.857 18.982 0.552
H 12.805 16.614 -0.589
H 11.542 17.568 -1.271
H 11.564 17.702 0.428
H 12.464 19.672 -0.640
H 13.677 18.666 -1.505
H 14.433 19.729 0.372
C 17.762 16.279 -14.607
C 19.222 16.190 -14.269
O 19.317 14.976 -13.488
H 17.130 16.095 -13.738
H 17.390 15.503 -15.275
H 17.535 17.241 -15.068
H 19.556 16.958 -13.572
H 19.963 16.181 -15.068
H 20.129 14.564 -13.792
C 7.132 11.781 -19.510
C 8.530 11.491 -18.989
O 9.376 12.090 -19.896
H 6.911 12.826 -19.294
H 6.325 11.168 -19.109
H 6.998 11.850 -20.590
H 8.685 10.412 -18.955
H 8.697 11.984 -18.032
H 9.224 11.800 -20.798
C 10.658 19.840 -7.345
C 9.717 19.717 -8.516
O 10.048 20.822 -9.363
H 11.614 20.234 -7.688
H 10.990 18.949 -6.812
H 10.316 20.495 -6.544
H 8.703 19.874 -8.149
H 9.784 18.707 -8.921
H 10.827 20.617 -9.886
C 10.861 10.235 3.416
C 11.572 10.831 4.601
O 11.294 10.127 5.814
H 10.992 10.670 2.425
H 9.799 10.183 3.659
H 11.237 9.223 3.271
H 11.373 11.871 4.860
H 12.644 10.961 4.451
H 11.965 10.383 6.451
C 10.332 4.622 -13.938
C 11.280 3.445 -14.044
O 10.676 2.282 -13.542
H 10.664 5.616 -14.237
H 9.883 4.739 -12.952
H 9.401 4.461 -14.483
H 12.221 3.707 -13.562
H 11.450 3.201 -15.093
H 10.621 2.312 -12.584
C 5.134 12.368 -10.732
C 5.468 12.562 -12.263
O 4.488 12.015 -13.139
H 5.942 12.643 -10.054
H 4.618 11.426 -10.543
H 4.319 13.067 -10.547
H 6.373 12.009 -12.512
H 5.696 13.614 -12.434
H 3.862 12.736 -13.247

Model 2:
114
Properties=species:S:1:pos:R:3 method="wB97M-V/def2-TZVPD" charge=-1 orbital_gap_ev=8.382 lumo_ev=2.17 multiplicity=1
C 0.636 -1.198 13.089
F -0.550 -1.315 13.660
F 1.356 -0.363 13.815
F 1.108 -2.462 13.029
S 0.385 -0.567 11.317
O 1.607 -0.664 10.547
O -0.637 -1.446 10.754
N -0.278 0.982 11.627
S 0.871 1.974 11.182
O 2.120 1.711 11.890
O 0.943 2.116 9.747
C 0.227 3.630 11.863
F 0.033 3.517 13.178
F 1.103 4.605 11.659
F -0.927 3.926 11.288
C 2.846 -2.686 15.718
C 1.930 -1.953 16.646
O 2.499 -0.692 16.968
H 2.416 -3.535 15.185
H 3.712 -2.953 16.336
H 3.213 -2.080 14.889
H 1.439 -2.508 17.448
H 1.100 -1.703 15.970
H 3.219 -0.905 17.576
C -1.136 -6.232 11.195
C -0.798 -4.936 10.482
O -1.713 -4.673 9.442
H -2.158 -6.157 11.567
H -0.489 -6.397 12.056
H -1.076 -7.072 10.498
H 0.236 -4.733 10.197
H -1.039 -4.174 11.239
H -1.310 -4.240 8.687
C -2.362 0.349 15.930
C -1.813 1.488 15.016
O -2.252 1.327 13.686
H -1.942 0.531 16.924
H -2.053 -0.667 15.681
H -3.444 0.464 15.960
H -0.733 1.613 15.112
H -2.298 2.361 15.461
H -1.516 1.002 13.145
C -4.814 5.105 13.288
C -3.943 4.112 12.488
O -4.676 3.027 11.965
H -5.362 5.700 12.554
H -4.160 5.695 13.927
H -5.563 4.540 13.842
H -3.161 3.711 13.132
H -3.364 4.618 11.711
H -5.296 3.357 11.308
C 3.062 2.245 15.556
C 2.467 2.487 16.922
O 1.173 1.930 17.097
H 2.585 2.862 14.792
H 2.899 1.234 15.189
H 4.119 2.450 15.743
H 2.466 3.505 17.314
H 3.085 1.982 17.682
H 1.208 0.975 16.978
C -4.231 0.517 8.839
C -2.928 1.042 9.367
O -2.891 0.997 10.797
H -4.355 -0.530 9.114
H -4.249 0.566 7.744
H -5.062 1.181 9.076
H -2.864 2.127 9.200
H -2.033 0.560 8.962
H -1.933 1.044 11.031
C -1.280 -4.387 14.406
C -1.105 -4.007 15.876
O -2.400 -4.056 16.467
H -1.936 -3.640 13.953
H -1.879 -5.288 14.280
H -0.314 -4.362 13.906
H -0.573 -3.051 15.876
H -0.346 -4.659 16.320
H -2.347 -4.552 17.288
C 3.755 -2.093 7.766
C 2.438 -1.799 7.031
O 1.364 -2.132 7.925
H 3.654 -3.174 7.881
H 3.686 -1.493 8.670
H 4.662 -1.871 7.205
H 2.296 -2.288 6.068
H 2.208 -0.729 6.924
H 1.442 -1.485 8.638
C 4.440 2.071 9.108
C 5.853 2.230 8.556
O 6.635 1.094 8.884
H 3.881 2.946 8.761
H 4.401 2.019 10.193
H 3.892 1.232 8.677
H 6.236 3.191 8.935
H 5.819 2.604 7.523
H 6.963 0.787 8.033
C 3.866 -3.637 12.125
C 4.364 -2.236 11.874
O 5.741 -2.239 12.291
H 4.557 -4.365 11.701
H 2.883 -3.768 11.671
H 3.778 -3.811 13.198
H 3.810 -1.517 12.481
H 4.279 -2.028 10.807
H 6.147 -1.408 12.025
C -5.016 -2.552 11.706
C -3.626 -1.996 12.083
O -3.767 -1.022 13.097
H -5.448 -2.894 12.648
H -4.938 -3.293 10.907
H -5.660 -1.786 11.269
H -3.159 -1.743 11.133
H -3.012 -2.806 12.490
H -3.771 -1.440 13.960

Which of them is most stable, and which least? Most stable: model 2; least stable: model 1.

Model 1:
11
Properties=species:S:1:pos:R:3 method="wB97M-V/def2-TZVPD" charge=-1 orbital_gap_ev=8.084 lumo_ev=4.47 multiplicity=1
O -2.488 -0.856 -1.426
H -2.208 -1.745 -1.165
C 0.121 -0.035 0.361
O -0.792 0.603 -0.418
C 1.428 0.735 0.499
H 0.415 -1.034 -0.029
H -0.225 -0.250 1.395
H -1.615 -0.210 -0.833
H 1.347 1.640 1.111
H 1.827 1.039 -0.476
H 2.191 0.113 0.981

Model 2:
11
Properties=species:S:1:pos:R:3 method="wB97M-V/def2-TZVPD" charge=-1 orbital_gap_ev=7.853 lumo_ev=4.71 multiplicity=1
C -0.337 -0.077 0.360
O 0.818 -0.743 0.055
C -1.537 -0.501 -0.518
H -0.221 1.030 0.231
H -0.687 -0.249 1.400
H -2.425 0.091 -0.252
H -1.663 -1.573 -0.426
H -1.313 -0.294 -1.581
H 1.891 0.233 -0.071
H 2.788 1.135 0.874
O 2.686 0.947 -0.071

Which of them is most stable, and which least? Most stable: model 2; least stable: model 1.

Model 1:
11
Properties=species:S:1:pos:R:3 method="wB97M-V/def2-TZVPD" charge=0 orbital_gap_ev=10.623 smiles=CNCC#N lumo_ev=0.94 multiplicity=1
C -0.091 0.835 -1.173
N -0.736 -0.149 -0.314
C 0.158 -1.002 0.447
C 0.568 -0.332 1.705
N 0.612 0.270 2.693
H 0.541 1.570 -0.647
H -0.876 1.378 -1.707
H 0.520 0.325 -1.926
H -1.332 0.333 0.352
H -0.368 -1.916 0.746
H 1.003 -1.312 -0.177

Model 2:
11
Properties=species:S:1:pos:R:3 method="wB97M-V/def2-TZVPD" charge=0 orbital_gap_ev=11.282 smiles=C[C@@H](N)C#N lumo_ev=0.88 multiplicity=1
C 1.346 0.098 0.077
C -0.106 0.094 -0.404
N -0.859 -0.926 0.310
C -0.732 1.439 -0.294
N -1.289 2.450 -0.214
H 1.885 0.988 -0.257
H 1.384 0.068 1.171
H 1.853 -0.791 -0.304
H -0.124 -0.159 -1.470
H -1.834 -0.911 0.026
H -0.843 -0.723 1.306

Model 3:
11
Properties=species:S:1:pos:R:3 method="wB97M-V/def2-TZVPD" charge=0 orbital_gap_ev=7.965 smiles="CC(N)=C=N" lumo_ev=0.57 multiplicity=1
C -0.045 -0.066 1.298
C 0.299 0.217 -0.123
N -0.319 1.155 -0.830
C 1.312 -0.546 -0.773
N 0.625 -1.583 -1.213
H 0.138 -1.123 1.514
H 0.664 0.512 1.900
H -1.064 0.208 1.581
H -1.282 1.413 -0.674
H 0.059 1.325 -1.754
H -0.387 -1.513 -0.925

Model 4:
11
Properties=species:S:1:pos:R:3 method="wB97M-V/def2-TZVPD" charge=0 orbital_gap_ev=10.731 smiles="C=NN1CC1" lumo_ev=1.10 multiplicity=1
C 0.046 1.095 1.512
N -0.634 0.787 0.468
N -0.570 -0.560 -0.103
C 0.100 -0.286 -1.455
C 0.740 -1.032 -0.392
H 0.765 0.391 2.049
H -0.143 2.016 2.214
H 0.354 0.757 -1.588
H -0.316 -0.674 -2.586
H 0.838 -2.238 -0.768
H 1.620 -0.509 0.130

Which of them is most stable, and which least? Most stable: model 2; least stable: model 4.

Model 1:
11
Properties=species:S:1:pos:R:3 method="wB97M-V/def2-TZVPD" charge=0 orbital_gap_ev=7.977 lumo_ev=0.42 multiplicity=1
C -0.451 0.479 1.220
C -0.187 0.381 -0.239
N 1.199 -0.434 -0.227
C -1.113 -0.378 -1.090
N -1.853 -0.990 -1.737
H -1.253 -0.177 1.565
H 1.126 -0.260 0.888
H -0.625 1.502 1.556
H 0.051 1.332 -0.724
H 1.999 -0.033 -0.729
H 1.107 -1.422 -0.483

Model 2:
11
Properties=species:S:1:pos:R:3 method="wB97M-V/def2-TZVPD" charge=0 orbital_gap_ev="6.729 / 6.712" lumo_ev="-0.83 / -0.83" multiplicity=1
C 1.293 -0.806 -0.256
N 0.137 -0.322 0.505
C -0.977 1.356 0.103
C -1.280 -0.026 -0.130
N -2.156 -0.700 -0.601
H 1.388 -1.904 -0.218
H 2.226 -0.372 0.122
H 1.152 -0.521 -1.302
H 0.168 -0.585 1.492
H -1.394 1.888 0.964
H -0.556 1.991 -0.680

Which of them is most stable, and which least? Most stable: model 1; least stable: model 2.